# 1
{"formula": "C42H39N2P2SeSiV", "method": "wB97M-V/def2-TZVPD", "elements": ["V", "C", "Si", "C", "C", "C", "C", "C", "C", "P", "C", "C", "C", "C", "C", "C", "C", "C", "C", "C", "C", "C", "C", "C", "C", "C", "C", "C", "P", "C", "C", "C", "C", "C", "C", "C", "C", "C", "C", "C", "C", "H", "H", "H", "H", "H", "H", "H", "H", "H", "H", "H", "H", "H", "H", "H", "H", "H", "H", "H", "H", "H", "H", "H", "H", "H", "H", "H", "H", "H", "H", "H", "C", "N", "C", "C", "N", "C", "C", "Se", "H", "H", "H", "H", "H", "H", "H", "H"], "positions_angstrom": [[0.0430, -0.0722, 0.0840], [-3.5626, 1.1255, 0.5942], [-2.1286, -0.0245, 1.0938], [-1.7385, 0.2673, 2.9525], [-2.7260, 0.6599, 3.8560], [-2.4414, 0.8506, 5.2009], [-1.1520, 0.6515, 5.6744], [-0.1510, 0.2633, 4.7981], [-0.4357, 0.0843, 3.4438], [0.8726, -0.3975, 2.2663], [1.8321, 1.1152, 1.8984], [1.8789, 2.2531, 2.6949], [2.6754, 3.3249, 2.3230], [3.4312, 3.2691, 1.1585], [3.3826, 2.1409, 0.3537], [2.5781, 1.0713, 0.7164], [2.0736, -1.3199, 3.3010], [1.6783, -2.5606, 3.8018], [2.5183, -3.2819, 4.6323], [3.7668, -2.7780, 4.9682], [4.1727, -1.5533, 4.4616], [3.3355, -0.8262, 3.6271], [-2.8412, -1.7915, 0.9568], [-4.0802, -2.1640, 1.4800], [-4.5820, -3.4414, 1.2916], [-3.8501, -4.3773, 0.5701], [-2.6182, -4.0329, 0.0434], [-2.1137, -2.7464, 0.2384], [-0.5126, -2.2448, -0.4862], [0.6235, -3.5992, -0.0531], [1.7705, -3.7904, -0.8251], [2.6942, -4.7614, -0.4748], [2.4890, -5.5391, 0.6567], [1.3623, -5.3380, 1.4397], [0.4333, -4.3682, 1.0926], [-0.8033, -2.4402, -2.2772], [-0.7306, -3.6573, -2.9499], [-1.0334, -3.7197, -4.3011], [-1.4119, -2.5739, -4.9873], [-1.4832, -1.3575, -4.3252], [-1.1763, -1.2914, -2.9754], [-4.4864, 0.8756, 1.1219], [-3.7521, 1.0257, -0.4762], [-3.3177, 2.1684, 0.7955], [-3.7390, 0.8117, 3.4997], [-3.2298, 1.1422, 5.8839], [-0.9277, 0.7909, 6.7240], [0.8541, 0.0958, 5.1681], [1.3123, 2.2913, 3.6171], [2.7158, 4.2030, 2.9565], [4.0674, 4.1012, 0.8840], [3.9870, 2.0865, -0.5432], [2.5794, 0.1622, 0.1080], [0.7004, -2.9500, 3.5434], [2.2011, -4.2401, 5.0233], [4.4215, -3.3389, 5.6218], [5.1452, -1.1533, 4.7179], [3.6776, 0.1233, 3.2440], [-4.6625, -1.4404, 2.0403], [-5.5477, -3.7097, 1.7014], [-4.2436, -5.3743, 0.4189], [-2.0485, -4.7635, -0.5188], [1.9267, -3.1834, -1.7099], [3.5733, -4.9180, -1.0864], [3.2077, -6.3015, 0.9263], [1.2024, -5.9467, 2.3207], [-0.4502, -4.2140, 1.7000], [-0.4265, -4.5522, -2.4218], [-0.9744, -4.6667, -4.8217], [-1.6500, -2.6291, -6.0412], [-1.7797, -0.4654, -4.8613], [-1.2430, -0.3423, -2.4481], [-1.0772, 4.3984, 2.5501], [-0.1556, 4.9533, 1.5782], [0.4628, 6.1832, 1.6635], [1.1897, 6.3442, 0.5375], [1.0110, 5.2122, -0.2279], [1.5636, 4.9691, -1.5453], [0.1895, 4.3578, 0.4185], [-0.4445, 2.7638, -0.2347], [-1.5388, 5.2094, 3.1080], [-0.5668, 3.7289, 3.2420], [-1.8442, 3.8308, 2.0271], [0.3220, 6.8442, 2.4999], [1.7963, 7.1690, 0.2083], [2.0787, 5.8637, -1.8846], [0.7586, 4.7211, -2.2341], [2.2607, 4.1328, -1.5109]], "gap_ev": [7.85, 7.34], "molar_mass_g_mol": 791.73, "energy_ev": -164651.768, "e_above_lowest_kcal_mol": 29.2, "e_homo_ev": [-10.1, -9.7], "e_lumo_ev": [-2.30, -2.34], "multiplicity": 4, "total_charge": 1}

# 2
{"formula": "C16H10BrF5OTl", "method": "wB97M-V/def2-TZVPD", "elements": ["C", "C", "C", "H", "C", "C", "H", "H", "H", "H", "Tl", "Br", "C", "C", "C", "H", "C", "C", "H", "H", "H", "H", "F", "C", "C", "F", "C", "F", "C", "O", "C", "F", "C", "F"], "positions_angstrom": [[2.1216, 1.7423, -2.4207], [2.4705, 2.1626, -1.1207], [2.7317, 0.9731, -0.3430], [2.5567, 3.1869, -0.7533], [2.5546, -0.1673, -1.2046], [2.1836, 0.3191, -2.4742], [2.0637, -0.2803, -3.3740], [1.9711, 2.3861, -3.2828], [3.1972, 0.9544, 0.6425], [2.7230, -1.2099, -0.9286], [0.2741, 1.1100, 0.5295], [-0.2234, 3.0509, 2.2522], [-2.3857, 0.7716, -0.9881], [-1.8806, 0.1267, -2.1494], [-1.3367, 1.1175, -3.0048], [-1.9876, -0.9353, -2.3705], [-1.4343, 2.3739, -2.3536], [-2.0970, 2.1702, -1.1069], [-2.3836, 2.9398, -0.3883], [-2.8879, 0.2836, -0.1472], [-0.9811, 0.9621, -4.0185], [-1.1653, 3.3357, -2.7800], [-0.8890, -3.3620, 5.1195], [-0.7480, -2.7879, 3.9177], [-1.5402, -3.1721, 2.8424], [-2.4473, -4.1367, 3.0427], [-1.3418, -2.6564, 1.5814], [-2.1821, -2.9764, 0.5699], [-0.2577, -1.7748, 1.3356], [0.0428, -1.3162, 0.1651], [0.4831, -1.3740, 2.4644], [1.5666, -0.5564, 2.2693], [0.2355, -1.8325, 3.7219], [0.9936, -1.4285, 4.7555]], "gap_ev": [4.75, 4.76], "molar_mass_g_mol": 597.53, "energy_ev": -107122.824, "e_homo_ev": [-4.4, -4.4], "e_lumo_ev": [0.39, 0.39], "multiplicity": 1, "total_charge": -1}

# 3
{"formula": "C31H28Cl56FI2N4O6P2", "method": "wB97M-V/def2-TZVPD", "elements": ["C", "C", "P", "C", "C", "C", "N", "C", "O", "C", "O", "N", "F", "C", "C", "O", "I", "C", "C", "C", "C", "I", "O", "C", "N", "C", "C", "C", "P", "N", "O", "O", "H", "H", "H", "H", "H", "H", "H", "H", "H", "H", "H", "H", "H", "H", "H", "H", "H", "H", "H", "H", "H", "H", "H", "H", "H", "H", "H", "H", "C", "Cl", "Cl", "Cl", "Cl", "C", "Cl", "Cl", "Cl", "Cl", "C", "Cl", "Cl", "Cl", "Cl", "C", "Cl", "Cl", "Cl", "Cl", "C", "Cl", "Cl", "Cl", "Cl", "C", "Cl", "Cl", "Cl", "Cl", "C", "Cl", "Cl", "Cl", "Cl", "C", "Cl", "Cl", "Cl", "Cl", "C", "Cl", "Cl", "Cl", "Cl", "C", "Cl", "Cl", "Cl", "Cl", "C", "Cl", "Cl", "Cl", "Cl", "C", "Cl", "Cl", "Cl", "Cl", "C", "Cl", "Cl", "Cl", "Cl", "C", "Cl", "Cl", "Cl", "Cl"], "positions_angstrom": [[6.1732, -3.8040, -0.3224], [5.0483, -4.3313, 0.7113], [3.2895, -3.7872, 0.4498], [2.5437, -4.1808, -1.2251], [3.0614, -3.3166, -2.4821], [2.6430, -2.2888, 1.3332], [2.9372, -1.0180, 0.5381], [4.0729, -1.0982, -0.1035], [5.2586, -0.7213, -0.3299], [1.0132, -2.4083, 0.9919], [0.8311, -1.5672, -0.1598], [0.1516, -2.1700, 2.2265], [-0.1472, -3.4515, 2.5864], [-1.1753, -1.6500, 1.7704], [-2.0177, -2.5860, 0.7780], [-2.6118, -3.6661, 1.1045], [-2.3455, -2.0554, -1.3473], [1.0676, -1.3459, 3.1185], [0.9892, 0.2351, 2.8665], [1.5844, 1.2143, 4.0046], [2.4617, 2.3903, 3.2645], [4.1401, 2.9695, 4.6036], [0.9121, -1.4116, 4.5654], [-0.4238, -1.3986, 5.0053], [-1.5635, -1.6454, 5.3737], [2.5180, -2.1384, 2.9676], [3.7540, -1.1544, 3.3375], [5.2260, -1.7143, 3.1052], [2.8035, -3.6156, 4.1228], [3.6786, -3.2819, 5.4488], [3.5796, -4.9696, 3.4330], [1.3565, -4.2763, 4.8345], [6.8877, -4.6255, -0.7165], [6.8525, -3.0797, 0.2874], [5.7767, -3.1925, -1.2038], [5.4427, -4.1588, 1.7911], [5.0615, -5.4934, 0.6034], [2.8075, -5.2898, -1.4628], [1.3797, -4.1424, -1.2641], [2.5342, -3.6860, -3.4537], [2.8365, -2.1869, -2.4196], [4.1893, -3.4111, -2.7007], [0.6654, -3.4737, 0.6814], [0.7339, -2.0839, -0.9931], [-1.0877, -0.6145, 1.2468], [-1.8808, -1.4386, 2.6742], [-0.1163, 0.6006, 2.7785], [1.4592, 0.5902, 1.8630], [0.7552, 1.7765, 4.5655], [2.2846, 0.7486, 4.7712], [1.8302, 3.3031, 2.9823], [2.9761, 2.0220, 2.3094], [3.6812, -0.8668, 4.4645], [3.6981, -0.1201, 2.8033], [5.4567, -2.7429, 3.5805], [5.9507, -0.9774, 3.6414], [5.5972, -1.7711, 2.0233], [4.5037, -3.9235, 5.4414], [3.0034, -5.7786, 3.5351], [1.2339, -3.8153, 5.7061], [-4.9666, 1.6429, -1.6221], [-4.9789, 0.9700, 0.0249], [-6.1368, 2.9739, -1.7270], [-3.3388, 2.2484, -1.9989], [-5.4101, 0.3726, -2.7841], [2.3009, -8.7735, 2.5996], [0.7004, -9.3460, 2.0827], [2.2141, -8.2094, 4.2840], [3.4738, -10.1021, 2.4786], [2.8161, -7.4298, 1.5542], [6.9705, -1.3520, 7.5309], [6.4083, -3.0353, 7.4640], [6.0585, -0.3688, 6.3604], [6.7154, -0.7088, 9.1675], [8.7015, -1.2901, 7.1326], [-9.9528, 2.0913, -0.8076], [-11.1013, 0.8610, -0.2362], [-10.1820, 2.3524, -2.5516], [-10.2352, 3.6151, 0.0615], [-8.2905, 1.5374, -0.5079], [1.6880, 1.8446, 8.0525], [1.1110, 2.3288, 9.6609], [0.9885, 2.9264, 6.8278], [3.4606, 1.9559, 8.0026], [1.1887, 0.1693, 7.7239], [5.5055, -5.8418, 10.7013], [4.5060, -7.1990, 11.2647], [5.1077, -4.3841, 11.6368], [7.2234, -6.2383, 10.9236], [5.1843, -5.5448, 8.9780], [-2.2477, 2.4636, -6.3294], [-2.3959, 4.1495, -5.7863], [-0.5293, 2.0452, -6.5030], [-2.9935, 1.3863, -5.1288], [-3.0684, 2.2719, -7.8933], [9.6583, -5.2121, -2.1442], [8.4570, -4.3214, -3.1060], [11.2578, -5.0524, -2.9005], [9.7140, -4.5460, -0.4950], [9.2044, -6.9292, -2.0741], [-10.3472, 2.3110, -6.9788], [-11.1638, 0.7796, -7.3606], [-10.2133, 2.4872, -5.2141], [-8.7215, 2.3114, -7.6982], [-11.2883, 3.6656, -7.6399], [2.5471, 2.1853, -3.6500], [2.7180, 1.5005, -5.2821], [0.9701, 2.9921, -3.5059], [2.6566, 0.8805, -2.4446], [3.8440, 3.3653, -3.3646], [-4.8210, 5.4400, -10.0252], [-5.9829, 4.2155, -9.4668], [-5.0407, 5.7143, -11.7669], [-5.0947, 6.9604, -9.1464], [-3.1656, 4.8687, -9.7193], [-10.6304, 7.7217, -1.5841], [-12.2281, 7.1419, -2.1033], [-10.7240, 8.2900, 0.0978], [-9.4538, 6.3937, -1.6957], [-10.1158, 9.0600, -2.6333], [-4.4467, 6.6148, -15.5432], [-6.1596, 6.3792, -15.1299], [-3.8606, 8.1208, -14.8035], [-3.4957, 5.2442, -14.9292], [-4.2714, 6.7142, -17.3088], [-10.3242, 13.2792, -2.2252], [-10.1640, 12.5863, -3.8547], [-11.9073, 14.0719, -2.0716], [-10.1902, 11.9840, -1.0157], [-9.0351, 14.4736, -1.9601]], "gap_ev": 6.77, "molar_mass_g_mol": 2872.71, "energy_ev": -789574.192, "e_homo_ev": -10.4, "e_lumo_ev": -3.65, "multiplicity": 1, "total_charge": 1}

# 4
{"formula": "C6H29NO7S", "method": "wB97M-V/def2-TZVPD", "elements": ["C", "C", "N", "C", "C", "C", "C", "S", "H", "H", "H", "H", "H", "H", "H", "H", "H", "H", "H", "H", "H", "H", "H", "O", "H", "H", "O", "H", "H", "O", "H", "H", "O", "H", "H", "O", "H", "H", "O", "H", "H", "O", "H", "H"], "positions_angstrom": [[1.2653, 1.7383, 2.4669], [1.0248, 2.7031, 1.3267], [0.4295, 1.9374, 0.1542], [1.4897, 1.4331, -0.6816], [-0.6186, 2.7370, -0.5064], [-1.6980, 1.8384, -1.1521], [-1.4974, 1.0641, -2.4235], [-1.9154, -0.6754, -2.4350], [1.8828, 2.3018, 3.2570], [0.3606, 1.6020, 3.1117], [1.7086, 0.8125, 2.1694], [1.9346, 3.2709, 1.0116], [0.2258, 3.4652, 1.5574], [2.4657, 1.2380, -0.2117], [1.3811, 0.4030, -1.0118], [1.6553, 2.0143, -1.6209], [-0.1923, 3.3527, -1.3425], [-1.0260, 3.4960, 0.1395], [-2.0658, 1.1504, -0.3620], [-2.5794, 2.4859, -1.3016], [-2.1767, 1.5628, -3.1644], [-0.4605, 1.0635, -2.9650], [-0.8742, -1.1735, -1.7110], [-0.1953, -3.5338, -1.7704], [0.6956, -3.8918, -1.8213], [-0.5245, -3.7970, -0.8978], [1.6953, -1.6316, 2.0479], [2.2462, -1.2134, 2.7104], [0.8832, -1.1017, 1.8311], [-0.5793, -0.4447, 1.3903], [-1.1796, -0.8081, 0.7248], [-0.2160, 0.4542, 1.1476], [-1.7129, -3.1096, 0.5984], [-2.5681, -3.3983, 0.9435], [-1.0671, -3.2329, 1.3083], [1.9022, -3.9665, 0.1668], [2.1442, -3.2241, -0.4156], [2.1797, -3.4473, 0.9409], [0.9259, -1.3797, -4.1786], [-0.0252, -1.4719, -4.2766], [1.2887, -1.9063, -3.4645], [-2.1185, 0.6364, 3.2689], [-2.9684, 0.4281, 2.8487], [-1.5258, 0.2186, 2.5920]], "gap_ev": 9.36, "molar_mass_g_mol": 259.37, "energy_ev": -33349.419, "e_above_lowest_kcal_mol": 37.0, "e_homo_ev": -9.1, "e_lumo_ev": 0.30, "multiplicity": 1, "total_charge": 0}

# 5
{"formula": "C4H11N2", "method": "wB97M-V/def2-TZVPD", "elements": ["C", "C", "C", "C", "N", "N", "H", "H", "H", "H", "H", "H", "H", "H", "H", "H", "H"], "positions_angstrom": [[1.2568, -0.7999, 2.3744], [0.2846, -1.0738, 1.2528], [0.6622, -0.8983, -0.0639], [-0.1273, -1.0216, -1.2599], [0.5669, -0.7979, -2.5326], [-2.1318, 2.9064, -0.5447], [0.7847, -0.4818, 3.3636], [1.8305, 0.0702, 2.0519], [-0.4072, -1.9450, 1.4384], [-2.8519, 3.5872, -0.4214], [1.8799, -0.7582, -0.2629], [-0.9804, -1.6908, -1.1401], [0.2521, 0.1382, -2.8290], [0.3164, -1.5359, -3.0704], [-1.5387, 3.1151, -1.3230], [1.8462, -1.6923, 2.6430], [-1.6428, 2.8782, 0.3237]], "gap_ev": 5.83, "molar_mass_g_mol": 87.15, "energy_ev": -7296.201, "e_above_lowest_kcal_mol": 109.5, "e_homo_ev": -12.8, "e_lumo_ev": -6.99, "multiplicity": 1, "total_charge": 1}